Entry 1:
The following is a quantum chemistry calculation of a structure of composition C16H34CuOP2 at a distorted geometry, from the Open Molecules 2025 dataset.

Its orbital gap (spin up / spin down) is 5.73 / 7.88 eV. The value obtained for the LUMO energy (spin up / spin down) is 0.748 / 0.306 eV. The energy above the lowest of the compared OMol25 structures with the same formula, charge and spin comes out at 0.0 kcal/mol. As for the expectation value of S²: 0.7570. For the HOMO energy (spin up / spin down), the calculation gives -5.0 / -7.6 eV.

```
! wB97M-V def2-TZVPD RIJCOSX def2/J DEFGRID3
* xyz 0 2
P 0.97893 -1.94630 1.71551
P -0.02593 2.26213 2.33771
C 1.30599 -0.24158 0.96902
C 1.20547 1.24245 1.39514
H 0.72087 -0.35374 0.01017
H 2.36148 -0.34759 0.65975
H 2.14646 1.49761 1.92315
H 1.21737 1.84393 0.46019
C -1.30667 2.74046 1.13508
H -1.89758 3.56387 1.57741
H -1.98353 1.90160 0.94062
H -0.86256 3.08347 0.19718
C 0.99139 3.82055 2.19555
H 0.81147 4.26738 1.20559
H 2.05951 3.58958 2.30752
H 0.69533 4.52431 2.98673
C -0.32934 -2.71708 0.62057
H -0.62654 -3.66506 1.10264
H 0.01564 -2.96032 -0.39938
H -1.22302 -2.08144 0.53101
C 2.35226 -2.89691 0.90770
H 3.26764 -2.28280 0.86550
H 2.07736 -3.24723 -0.10535
H 2.52888 -3.77213 1.55955
Cu -0.81103 -0.42716 -1.80473
C 0.03526 1.16636 -2.54104
C -1.36130 1.31312 -2.44376
C -2.36674 0.68694 -3.35260
C -2.04269 -0.71022 -4.01399
C -1.24619 -1.69971 -3.19506
C 0.13309 -1.74349 -2.99455
C 1.17754 -0.87147 -3.61340
C 0.77705 0.62328 -3.74295
C -0.20743 -1.66735 4.38728
H 0.66167 1.73952 -1.86878
H -1.76933 2.05223 -1.74662
H -2.64513 1.35525 -4.18262
H -3.28915 0.56910 -2.76939
H -3.03106 -1.19942 -4.09439
H -1.60067 -0.53604 -5.00859
H -1.79173 -2.61926 -2.92413
H 0.54332 -2.64009 -2.51938
H 1.43451 -1.23570 -4.61819
H 2.10959 -0.94167 -3.02173
H 1.73359 1.16808 -3.84976
H 0.20485 0.76834 -4.66274
H 0.79519 -1.76461 4.83497
H -0.25792 -2.33495 3.49578
H -0.98192 -1.96941 5.11174
C -0.54207 0.64379 4.86819
O -0.42902 -0.35423 3.85901
H 0.42033 0.79665 5.40658
H -1.34600 0.42455 5.58992
H -0.78746 1.58240 4.31638
*
```

Results of the Mulliken charge analysis, in e, for atoms 1 through 4: atom 1 (P): 0.42, atom 2 (P): 0.44, atom 3 (C): 0.83, atom 4 (C): -0.94



Entry 2:
The following is a quantum chemistry calculation of the molecule C16H34O, from the Open Molecules 2025 dataset.

Its orbital gap is 11.14 eV. The value obtained for the LUMO energy is 0.998 eV. The energy above the lowest of the compared OMol25 structures with the same formula, charge and spin comes out at 3.1 kcal/mol. As for the SMILES: CCCCCCCCCCCCCCCCO. For the HOMO energy, the calculation gives -10.1 eV.

```
! wB97M-V def2-TZVPD RIJCOSX def2/J DEFGRID3
* xyz 0 1
C 2.47616 -5.50167 1.18074
H 3.17062 -5.97308 0.48853
C 1.12008 -5.30088 0.51461
C 0.05110 -4.76883 1.47037
C 0.34769 -3.39298 2.07082
C 0.54234 -2.26913 1.05142
C -0.64462 -2.03276 0.11574
C -1.95944 -1.68267 0.81535
C -1.90709 -0.44071 1.70803
C -1.46127 0.84077 1.00247
C -2.39959 1.26094 -0.12745
C -2.07115 2.64231 -0.69513
C -0.75050 2.67569 -1.46261
C -0.47649 4.05936 -2.05007
C 0.82138 4.13830 -2.85751
C 2.10834 3.84744 -2.07964
C 2.35785 4.78806 -0.89368
O 1.81004 4.32935 0.31923
H 0.86185 4.20359 0.20185
H 3.43070 4.86359 -0.70021
H 1.98225 5.79467 -1.13120
H 2.94443 3.94194 -2.77525
H 2.10763 2.82104 -1.70937
H 0.75893 3.43071 -3.68811
H 0.89787 5.14070 -3.28730
H -0.46596 4.80815 -1.25339
H -1.30329 4.32505 -2.71481
H 0.06114 2.38558 -0.79498
H -0.78789 1.94538 -2.27478
H -2.03667 3.36770 0.12242
H -2.87636 2.94728 -1.36882
H -2.35820 0.52925 -0.93609
H -3.42309 1.27484 0.25591
H -0.45033 0.70708 0.61773
H -1.42505 1.64292 1.74474
H -1.23161 -0.62795 2.54510
H -2.90470 -0.28246 2.12702
H -2.72595 -1.54101 0.05017
H -2.27625 -2.52872 1.42881
H -0.80902 -2.92726 -0.48893
H -0.38012 -1.22842 -0.57424
H 0.75821 -1.34866 1.59794
H 1.42020 -2.48778 0.43956
H 1.24939 -3.45728 2.68343
H -0.47347 -3.13128 2.74151
H -0.90291 -4.73245 0.94035
H -0.06378 -5.47933 2.29360
H 0.77534 -6.26073 0.12090
H 1.22891 -4.62331 -0.33384
H 2.90324 -4.55214 1.49265
H 2.37912 -6.14020 2.05644
*
```

Results of the Mulliken charge analysis, in e, for atoms 1 through 4: atom 1 (C): -1.24, atom 2 (H): 0.40, atom 3 (C): -0.42, atom 4 (C): -0.74